Molecular formula: C6H10O3
Method: DFT, ωB97M-V with the def2-TZVPD basis set

Net charge ... 0
Energy above the lowest of the compared OMol25 structures with the same formula, charge and spin ... 198.52 kcal/mol
Structure (SMILES) ... C[C@H]1C=C[C@H](CO)OO1
Total energy ... -12518.1642 eV
Lowest unoccupied orbital energy ... 0.73 eV
Orbital gap ... 10.3 eV

XYZ file:
```
19
C6H10O3 (ωB97M-V with the def2-TZVPD basis set)
C -2.75 -0.53 0.37
C -1.51 -0.34 -0.49
C -1.01 1.08 -0.41
C 0.25 1.21 0.05
C 1.14 0.03 0.24
C 2.67 0.48 -0.05
O 3.25 -0.90 0.00
O 0.74 -1.01 -0.65
O -0.41 -1.21 0.08
H -3.41 0.58 0.33
H -3.48 -1.28 -0.04
H -2.53 -0.93 1.53
H -1.90 -1.11 -1.37
H -1.75 1.76 -1.00
H 0.71 1.95 0.55
H 1.36 -0.48 1.33
H 2.78 1.31 -1.05
H 3.22 0.89 0.94
H 2.64 -1.49 -0.34
```

These are the natural (NBO) partial charges, in e, on atoms 1 to 8: C -0.64; C -0.01; C -0.20; C -0.21; C 0.01; C -0.10; O -0.73; O -0.28

=====

Molecular formula: C6H11NO2
Method: DFT, ωB97M-V with the def2-TZVPD basis set

Net charge ... 0
Energy above the lowest of the compared OMol25 structures with the same formula, charge and spin ... 87.15 kcal/mol
Total energy ... -11982.4889 eV
Lowest unoccupied orbital energy ... 0.90 eV
Orbital gap ... 9.7 eV

XYZ file:
```
20
C6H11NO2 (ωB97M-V with the def2-TZVPD basis set)
C -0.81 0.14 0.55
C -0.97 -0.71 1.82
C -1.99 -0.05 -0.40
N 1.47 0.87 -0.05
C 0.88 1.96 -1.56
C 0.50 -0.19 -0.14
C 0.79 -1.36 -0.69
O 2.80 0.57 -0.31
O 1.81 1.97 -2.27
H 2.97 0.94 -1.21
H 1.39 1.43 0.79
H -0.78 1.20 0.84
H -0.14 -0.56 2.50
H -1.02 -1.77 1.56
H -1.89 -0.44 2.33
H -1.85 0.55 -1.29
H -2.08 -1.09 -0.70
H -2.91 0.25 0.09
H 0.07 -2.16 -0.72
H 1.75 -1.55 -1.14
```

These are the natural (NBO) partial charges, in e, on atoms 1 to 8: C -0.27; C -0.59; C -0.59; N -0.28; C 0.41; C 0.17; C -0.46; O -0.55

=====

Molecular formula: CH4N2O
Method: DFT, ωB97M-V with the def2-TZVPD basis set

Net charge ... 0
Energy above the lowest of the compared OMol25 structures with the same formula, charge and spin ... 101.14 kcal/mol
Total energy ... -6126.1218 eV
Lowest unoccupied orbital energy ... 1.03 eV
Orbital gap ... 10.8 eV

XYZ file:
```
8
CH4N2O (ωB97M-V with the def2-TZVPD basis set)
C -0.04 -0.47 0.56
N -0.33 -1.41 1.31
N -0.16 1.08 -1.03
O -0.76 -0.13 -0.48
H 1.10 0.32 0.72
H 0.30 -1.60 2.10
H -0.87 1.21 -1.73
H 0.76 1.00 -1.44
```

Let us look at the natural (NBO) charges, expressed in e, one per atom: C 0.45; N -0.71; N -0.52; O -0.38; H 0.08; H 0.37; H 0.36; H 0.35

=====

Molecular formula: C14H20F6NO15S2Zr
Method: DFT, ωB97M-V with the def2-TZVPD basis set

Net charge ... +1
Energy above the lowest of the compared OMol25 structures with the same formula, charge and spin ... 0.00 kcal/mol
Total energy ... -86295.9176 eV
Lowest unoccupied orbital energy ... -5.69 eV
Orbital gap ... 7.2 eV

XYZ file:
```
59
C14H20F6NO15S2Zr (ωB97M-V with the def2-TZVPD basis set)
Zr 1.37 -1.23 -2.98
C 3.29 2.35 -1.92
F 4.23 1.60 -1.41
F 2.20 2.35 -1.14
F 3.70 3.59 -2.02
S 2.82 1.77 -3.66
O 2.70 2.93 -4.44
O 3.81 0.80 -4.04
N 1.37 0.84 -3.47
S 0.08 1.65 -4.17
O 0.25 2.13 -5.47
O -1.00 0.71 -4.01
C -0.38 3.04 -2.99
F -1.34 3.68 -3.62
F -0.80 2.54 -1.85
F 0.65 3.87 -2.80
C -1.25 -0.31 0.16
C -0.32 -0.58 -0.96
O 0.92 -0.32 -0.86
O -0.64 -1.11 -2.06
H -2.17 0.15 -0.16
H -0.80 0.21 1.01
H -1.42 -1.28 0.64
C 0.88 -5.16 -1.64
C 1.17 -3.83 -2.20
O 0.51 -3.30 -3.17
O 1.94 -2.99 -1.62
H -0.11 -5.08 -1.17
H 1.58 -5.39 -0.85
H 0.85 -5.93 -2.41
C -3.46 2.18 1.98
C -3.05 3.62 2.20
C -2.35 4.33 1.01
O -3.06 5.56 0.92
C -4.19 5.53 1.67
O -5.03 6.36 1.64
O -4.22 4.41 2.44
H -2.72 1.63 1.40
H -4.42 2.11 1.48
H -3.65 1.69 2.93
H -2.37 3.79 3.04
H -2.51 3.81 0.07
H -1.29 4.47 1.21
C 0.65 -3.79 2.11
C 1.05 -3.41 3.53
C 0.17 -2.37 4.27
O -0.11 -3.01 5.50
C 0.40 -4.27 5.54
O 0.25 -5.02 6.43
O 1.02 -4.56 4.36
H 0.39 -2.90 1.52
H -0.15 -4.52 2.13
H 1.55 -4.16 1.62
H 2.06 -2.99 3.53
H -0.75 -2.21 3.70
H 0.65 -1.41 4.45
O 3.37 -0.91 -2.01
H 4.22 -0.61 -2.35
H 3.47 -1.05 -1.05
```

These are the natural (NBO) partial charges, in e, on atoms 1 to 8: Zr 2.66; C 0.77; F -0.30; F -0.30; F -0.27; S 2.18; O -0.82; O -0.94

=====

Molecular formula: C20H25N3O4S
Method: DFT, ωB97M-V with the def2-TZVPD basis set

Net charge ... 0
Energy above the lowest of the compared OMol25 structures with the same formula, charge and spin ... 58.72 kcal/mol
Structure (SMILES) ... CCOc1ccc(S(=O)(=O)N2CCC(C(=O)NCc3cccnc3)CC2)cc1
Total energy ... -44641.5196 eV
Lowest unoccupied orbital energy ... 0.48 eV
Orbital gap ... 9.3 eV

XYZ file:
```
53
C20H25N3O4S (ωB97M-V with the def2-TZVPD basis set)
C 1.92 4.97 0.70
C 3.36 4.77 0.24
O 3.48 3.79 -0.77
C 3.41 2.47 -0.46
C 3.45 1.60 -1.55
C 3.41 0.23 -1.36
C 3.32 -0.27 -0.08
S 3.15 -2.03 0.17
O 3.72 -2.72 -0.94
O 3.60 -2.37 1.50
N 1.51 -2.31 0.14
C 0.77 -1.80 1.27
C -0.58 -2.50 1.33
C -1.37 -2.26 0.03
C -1.80 -0.80 -0.05
O -1.27 0.04 -0.74
N -2.84 -0.51 0.77
C -3.45 0.80 0.81
C -4.87 0.77 0.32
C -5.90 1.40 1.01
C -7.19 1.33 0.51
C -7.40 0.62 -0.67
N -6.43 0.02 -1.33
C -5.20 0.09 -0.85
C -0.51 -2.69 -1.16
C 0.87 -2.04 -1.13
C 3.28 0.58 1.01
C 3.33 1.95 0.83
H 1.52 4.06 1.13
H 1.88 5.76 1.43
H 1.30 5.24 -0.15
H 3.73 5.69 -0.23
H 4.01 4.53 1.09
H 3.53 2.02 -2.54
H 3.45 -0.45 -2.19
H 1.37 -2.01 2.16
H 0.63 -0.71 1.18
H -0.41 -3.57 1.45
H -1.14 -2.14 2.20
H -2.27 -2.88 0.05
H -3.29 -1.25 1.28
H -2.84 1.44 0.16
H -3.42 1.19 1.83
H -5.70 1.93 1.92
H -8.01 1.81 1.02
H -8.39 0.53 -1.10
H -4.44 -0.41 -1.43
H -1.01 -2.41 -2.09
H -0.39 -3.77 -1.14
H 1.51 -2.46 -1.90
H 0.77 -0.96 -1.29
H 3.23 0.15 2.00
H 3.30 2.59 1.70
```

These are the natural (NBO) partial charges, in e, on atoms 1 to 8: C -0.64; C -0.07; O -0.51; C 0.41; C -0.28; C -0.16; C -0.39; S 2.34

=====

Molecular formula: C33H28N2O10PReS
Method: DFT, ωB97M-V with the def2-TZVPD basis set

Net charge ... +1
Energy above the lowest of the compared OMol25 structures with the same formula, charge and spin ... 57.03 kcal/mol
Multiplicity ... 2
Total energy ... -80380.2451 eV
Lowest unoccupied orbital energy (alpha / beta) ... -3.87 / -3.89 eV
Orbital gap (alpha / beta) ... 6.3 / 6.1 eV

XYZ file:
```
76
C33H28N2O10PReS (ωB97M-V with the def2-TZVPD basis set)
Re 0.40 0.62 0.42
O 3.76 0.00 2.65
S 2.39 0.33 2.53
O 1.53 0.18 3.66
O 2.06 1.45 1.64
C 2.22 -2.01 0.79
C 3.57 -2.30 0.82
C 4.00 -3.48 0.23
C 3.12 -4.35 -0.38
C 1.77 -4.06 -0.41
C 1.31 -2.88 0.17
P -0.39 -2.34 0.16
C -1.54 -3.66 -0.25
C -2.60 -4.05 0.56
C -3.52 -4.98 0.10
C -3.39 -5.52 -1.17
C -2.35 -5.11 -2.00
C -1.43 -4.18 -1.55
C -0.48 -0.93 -0.89
C 0.12 -1.04 -2.21
C -0.20 -0.17 -3.19
C -1.19 0.85 -2.97
C -1.82 0.95 -1.78
C -1.46 0.10 -0.66
H 4.26 -1.63 1.30
H 5.06 -3.71 0.25
H 3.48 -5.27 -0.82
H 1.07 -4.75 -0.86
H -2.72 -3.65 1.56
H -4.33 -5.28 0.74
H -4.11 -6.24 -1.52
H -2.25 -5.52 -3.00
H -0.65 -3.84 -2.21
H 0.86 -1.82 -2.39
H 0.28 -0.25 -4.16
H -1.45 1.50 -3.79
H -2.62 1.66 -1.65
H -2.21 -0.02 0.11
C -1.15 2.75 2.96
C -1.23 1.28 3.05
N -0.87 0.40 2.13
C -1.07 -0.86 2.67
C -1.56 -0.72 3.95
N -1.67 0.62 4.14
C -2.00 -1.60 5.08
O -1.74 -2.89 5.00
O -2.59 -1.09 5.99
C -0.71 -2.09 2.00
O -0.55 -3.14 2.60
O 1.65 -0.89 1.39
H -0.65 3.04 2.04
H -0.59 3.14 3.81
H -2.14 3.19 2.97
H -2.03 1.01 5.00
H -1.21 -3.11 4.21
C -1.45 7.08 -1.29
O -0.33 6.72 -2.10
C 0.20 5.50 -1.94
C 1.32 5.22 -2.75
C 1.93 4.01 -2.65
C 1.48 3.00 -1.76
C 2.18 1.76 -1.73
C 3.38 1.52 -2.59
O 1.86 0.78 -0.99
C 0.33 3.29 -0.95
O -0.23 2.46 -0.11
C -0.28 4.55 -1.06
H -1.68 8.10 -1.56
H -1.19 7.03 -0.23
H -2.31 6.44 -1.50
H 1.67 5.99 -3.43
H 2.79 3.82 -3.27
H 3.10 1.53 -3.65
H 3.80 0.55 -2.35
H 4.14 2.29 -2.44
H -1.15 4.73 -0.44
```

These are the Löwdin partial charges, in e, on atoms 1 to 8: Re 1.48; O -0.21; S 0.55; O -0.22; O -0.35; C -0.25; C 0.02; C -0.03

=====

Which of these has the lowest energy above the lowest of the compared OMol25 structures with the same formula, charge and spin?
C14H20F6NO15S2Zr